# 1
C6H13NO3 | the ωB97M-V functional and the def2-TZVPD basis

Results
Multiplicity: 1
HOMO: -8.7 eV
E_tot: -516.8239 Ha
Relative energy (zero: lowest compared OMol25 entry of this formula, charge and spin): 302.4 kJ/mol

Last column: Mulliken charge in e.
Positions of all 23 atoms, in Å:
O -3.7904 -2.6498 -0.3798  -0.530
C -2.6937 -1.7679 -0.2077  -0.641
C -1.6006 -2.5057 0.5157  -0.137
C -0.6038 -3.3478 -0.2343  -1.004
C -0.1604 -2.0753 0.4409  0.365
C 0.2636 -0.8539 -0.3384  -0.975
N 1.7305 -0.7514 -0.4604  -0.135
C 2.4350 -1.7666 -1.5686  0.002
O 1.7107 -1.9241 -2.5892  -0.717
H -4.5261 -2.1679 -0.7667  0.316
H -2.3375 -1.4064 -1.1865  0.316
H -2.9997 -0.8872 0.3829  0.324
H -1.9126 -2.8875 1.4908  0.451
H -0.2973 -4.3020 0.1969  0.301
H -0.6745 -3.3361 -1.3246  0.253
H 0.3944 -2.2024 1.3746  0.286
H -0.1320 -0.8670 -1.3614  0.400
H -0.0976 0.0591 0.1557  0.249
H 1.9967 0.1945 -0.7289  0.372
H 3.4232 -1.2658 -1.6634  0.368
H 2.2291 -1.0582 0.4349  0.353
O 2.6921 -2.9152 -0.6923  -0.542
H 1.9307 -3.4977 -0.8011  0.327

=====

# 2
C3H4O2S2 | the ωB97M-V functional and the def2-TZVPD basis

Results
Multiplicity: 1
HOMO: -9.0 eV
E_tot: -1063.4789 Ha
Relative energy (zero: lowest compared OMol25 entry of this formula, charge and spin): 223.7 kJ/mol

Last column: Mulliken charge in e.
Positions of all 11 atoms, in Å:
C 0.7779 0.4153 -1.0475  0.503
C -0.4270 0.3665 -0.1687  -0.615
C -0.6859 -0.8152 0.8082  0.577
H 2.9571 1.3365 -0.7986  0.129
H -0.2452 1.1473 0.9274  0.221
H -1.4717 0.6953 -0.9429  0.236
H -2.1598 -1.7953 1.3398  0.352
O -2.0148 -1.1058 0.7236  -0.404
O 0.1913 -1.3247 1.6050  -0.551
S 1.8427 1.4984 -0.1576  -0.193
S 1.2355 -0.4184 -2.2886  -0.253

=====

# 3
C4H6FNO | the ωB97M-V functional and the def2-TZVPD basis

Results
Multiplicity: 1
HOMO: -8.6 eV
E_tot: -385.7771 Ha
Relative energy (zero: lowest compared OMol25 entry of this formula, charge and spin): 253.3 kJ/mol

Last column: Mulliken charge in e.
Positions of all 13 atoms, in Å:
C 1.0364 -0.0538 0.9816  -0.013
C -1.1221 0.0206 0.0551  0.558
C -1.0584 -0.3740 -1.3068  -0.969
C 0.5062 1.1180 0.4076  -0.057
N 1.9549 -0.7288 0.5187  -0.645
O -1.8954 -0.2101 0.9183  -0.475
F 0.8057 1.4116 -0.8425  -0.289
H 0.6937 -0.1138 2.0510  0.325
H -0.3117 -0.0651 -1.9560  0.338
H -1.1119 -1.4801 -1.3159  0.269
H -2.0208 -0.0901 -1.7795  0.334
H 0.3037 1.9890 1.0621  0.364
H 2.2196 -1.4234 1.2063  0.262

=====

# 4
C2H3FS2 | the ωB97M-V functional and the def2-TZVPD basis

Results
Multiplicity: 1
HOMO: -9.3 eV
E_tot: -974.0936 Ha
Relative energy (zero: lowest compared OMol25 entry of this formula, charge and spin): 329.8 kJ/mol

Last column: Mulliken charge in e.
Positions of all 8 atoms, in Å:
C 0.3649 1.7850 -0.2465  -0.218
C -0.2590 2.1512 0.6771  -0.369
F -0.3118 -3.3163 -1.1402  -0.323
S -1.1656 -1.0573 0.9306  -0.160
S 0.2037 -2.1194 0.0647  0.281
H 0.9223 1.1093 -0.8689  0.251
H 0.9357 -1.3595 -0.8521  0.187
H -0.6902 2.8070 1.4354  0.350

=====

# 5
C23H54BClN7O9 | the ωB97M-V functional and the def2-TZVPD basis

Results
Multiplicity: 1
HOMO: -1.4 eV
E_tot: -2454.3464 Ha
Relative energy (zero: lowest compared OMol25 entry of this formula, charge and spin): 175.8 kJ/mol
Net charge: -1

Last column: Mulliken charge in e.
Positions of all 95 atoms, in Å:
O 4.6856 -4.8675 -2.1601  -0.461
B 4.1555 -3.5463 -1.7716  0.607
O 3.3156 -3.4845 -0.5253  -0.581
C 4.3480 -2.1310 -2.5934  -0.095
C 5.0907 -0.9377 -1.7367  -0.736
Cl 3.8467 0.4542 -1.4505  -0.225
H 5.0511 -4.8573 -3.0968  0.245
H 2.3804 -3.6625 -0.8902  0.318
H 4.9681 -2.2613 -3.5930  0.114
H 3.2578 -1.7331 -2.8329  -0.118
H 5.3746 -1.2804 -0.6502  -0.025
C 2.6074 -7.1396 -1.1871  -0.624
C 1.2465 -6.5020 -1.2289  0.337
O 1.0730 -5.3132 -0.9706  -0.694
N 0.1815 -7.2835 -1.5665  -0.087
C 0.1717 -8.6870 -1.9021  -0.699
H 3.3521 -6.3906 -0.9029  -0.011
H 2.6231 -7.9414 -0.4439  0.448
H 2.8694 -7.5293 -2.1744  0.338
H -0.6992 -6.7818 -1.5724  0.223
H -0.2391 -8.7918 -2.9094  0.162
H -0.4832 -9.2003 -1.1934  0.327
H 1.1670 -9.1315 -1.8663  0.280
C 0.9254 0.4434 -1.8291  -0.290
C -0.2445 0.2988 -2.7622  0.586
O -0.2034 -0.4232 -3.7557  -0.706
N -1.3802 0.9991 -2.4811  -0.101
C -1.6305 1.8926 -1.3759  -0.770
H 1.7542 -0.1750 -2.1855  -0.550
H 1.2578 1.4847 -1.8032  0.395
H 0.6493 0.1059 -0.8265  0.370
H -2.1220 0.8489 -3.1553  0.231
H -2.4863 1.5073 -0.8159  0.234
H -1.8829 2.8744 -1.7844  0.242
H -0.7711 1.9844 -0.7108  0.334
C -3.6106 4.8285 1.6947  -1.257
C -2.5435 5.0393 0.6569  0.766
O -1.4768 4.4298 0.6824  -0.647
N -2.7845 5.9400 -0.3379  -0.096
C -3.9601 6.7506 -0.5461  -0.624
H -3.2719 4.0823 2.4192  0.301
H -3.8053 5.7632 2.2274  0.355
H -4.5255 4.4607 1.2225  0.333
H -2.0191 6.0253 -0.9969  0.230
H -4.3688 6.5084 -1.5304  0.238
H -3.6546 7.8000 -0.5339  0.098
H -4.7222 6.5839 0.2160  0.299
C -3.5326 10.9778 0.0945  -1.350
C -4.6527 10.1655 0.6825  0.776
O -5.2713 9.3319 0.0249  -0.671
N -4.9792 10.3740 1.9898  -0.110
C -4.3824 11.2963 2.9255  -0.879
H -3.3912 10.6985 -0.9535  0.304
H -3.7784 12.0422 0.1380  0.446
H -2.6022 10.7787 0.6332  0.346
H -5.7424 9.7896 2.3114  0.235
H -3.9979 10.7201 3.7709  0.422
H -5.1642 11.9730 3.2797  0.273
H -3.5725 11.8760 2.4810  0.247
C -2.1704 13.4106 5.8754  -1.343
C -1.8973 11.9682 5.5509  0.787
O -2.8015 11.1563 5.3685  -0.679
N -0.5978 11.5656 5.4601  -0.159
C 0.5980 12.3537 5.6371  -0.816
H -3.2508 13.5773 5.9131  0.286
H -1.7481 13.6616 6.8522  0.410
H -1.7485 14.0557 5.1001  0.367
H -0.4966 10.5817 5.2388  0.239
H 1.1785 12.3011 4.7126  0.281
H 1.1788 11.9103 6.4500  0.285
H 0.3798 13.3962 5.8717  0.316
C 6.0506 -7.1550 -0.2169  -0.762
C 6.3236 -8.5974 -0.5414  0.734
O 5.4195 -9.4093 -0.7239  -0.677
N 7.6231 -9.0000 -0.6323  -0.173
C 8.8190 -8.2119 -0.4552  -0.810
H 4.9702 -6.9883 -0.1793  -0.214
H 6.4728 -6.9040 0.7598  0.406
H 6.4724 -6.5099 -0.9922  0.385
H 7.7244 -9.9840 -0.8536  0.238
H 9.3994 -8.2645 -1.3797  0.269
H 9.3997 -8.6553 0.3576  0.268
H 8.6007 -7.1694 -0.2207  0.334
C -3.3562 -12.5572 -0.4672  -1.323
C -2.5684 -11.4888 -1.1731  0.845
O -1.7865 -10.7514 -0.5775  -0.651
N -2.7398 -11.3480 -2.5184  -0.092
C -3.6006 -12.1048 -3.3952  -0.885
H -3.1116 -12.5457 0.5989  0.302
H -4.4273 -12.3679 -0.5776  0.342
H -3.0989 -13.5406 -0.8697  0.342
H -2.1752 -10.6083 -2.9202  0.175
H -2.9773 -12.5712 -4.1623  0.284
H -4.2946 -11.4084 -3.8727  0.288
H -4.1633 -12.8743 -2.8654  0.347

=====

# 6
C4H12NO2 | the ωB97M-V functional and the def2-TZVPD basis

Results
Multiplicity: 1
HOMO: -14.1 eV
E_tot: -364.5411 Ha
Relative energy (zero: lowest compared OMol25 entry of this formula, charge and spin): 247.1 kJ/mol
Net charge: +1

Last column: Mulliken charge in e.
Positions of all 19 atoms, in Å:
C -0.3732 -1.6720 -1.7219  -1.413
C -0.2035 -0.6528 -0.4403  0.006
C 1.3271 -0.2764 0.0756  -0.646
C 1.4489 1.0384 0.9943  -0.007
O 1.3345 2.2460 0.7937  -0.463
N -0.7630 0.6647 -0.8125  -0.215
H -1.3282 -2.2336 -1.8079  0.362
H -0.1752 -1.1417 -2.5448  0.495
H 0.5026 -2.2856 -1.6450  0.401
H -0.7088 -1.0633 0.3806  0.319
H 1.7655 -1.1516 0.7961  0.346
H 2.0292 -0.2347 -0.8153  0.406
H 1.6326 0.6480 1.9475  0.355
H -1.6648 0.5279 -1.2192  0.366
H -0.8472 1.2126 0.0753  0.294
H -0.1241 1.1977 -1.3967  0.380
H -1.9732 0.7050 2.5510  0.313
H -0.8425 1.6701 2.5628  0.320
O -1.0365 0.8012 2.2269  -0.618

=====

# 7
C6H15N2O2PS | the ωB97M-V functional and the def2-TZVPD basis

Results
Multiplicity: 1
HOMO (alpha / beta): -8.4 / -8.1 eV
E_tot: -1237.0794 Ha
Relative energy (zero: lowest compared OMol25 entry of this formula, charge and spin): 231.5 kJ/mol

Last column: Mulliken charge in e.
Positions of all 27 atoms, in Å:
C -0.5811 -1.3783 0.9083  1.012
C -3.0114 -2.0314 0.6523  -0.829
C 2.8987 -1.8864 0.5516  -1.416
C 2.1151 0.6316 0.9177  -1.170
C -1.6890 -1.8215 0.0808  -0.779
C 1.7382 -0.9219 1.0094  0.618
N -0.1904 3.3241 -0.6500  -0.594
N -1.4187 3.0058 -2.9216  -0.412
O -0.6693 -1.3481 2.1330  -0.595
O 0.5610 -1.1819 0.2048  -0.263
P -0.5294 2.0420 -1.8413  0.197
S -2.1228 0.9600 -0.9637  -0.155
H -3.5737 -1.0586 0.8402  0.200
H -3.6106 -2.6986 -0.0157  0.314
H -2.9847 -2.5904 1.5613  0.329
H 3.1855 -1.9210 -0.5152  0.317
H 3.7989 -1.5339 0.9942  0.400
H 2.6563 -2.9609 0.7523  0.328
H 1.1802 1.1478 1.3563  0.227
H 2.0873 1.0825 -0.0933  0.227
H 3.0227 0.8110 1.4122  0.454
H -1.5554 -2.2598 -0.9224  0.361
H 1.4718 -1.1343 2.1236  0.280
H 0.2680 4.1027 -1.2037  0.270
H 0.5267 3.1070 0.0192  0.249
H -1.9044 3.7719 -2.5509  0.232
H -1.6692 2.7407 -3.8392  0.197

=====

# 8
C4H4N2O2 | the ωB97M-V functional and the def2-TZVPD basis

Results
Multiplicity: 1
HOMO: -9.0 eV
E_tot: -414.7714 Ha
Relative energy (zero: lowest compared OMol25 entry of this formula, charge and spin): 196.3 kJ/mol

Last column: Mulliken charge in e.
Positions of all 12 atoms, in Å:
C -1.4114 0.0972 -0.0212  0.612
C 0.7407 1.0029 -0.0272  -0.300
C 2.0584 0.6697 0.2353  -0.209
C 0.8525 -1.1500 -0.1886  0.065
H -2.8314 -0.8495 0.6322  0.385
H 0.5293 2.0789 -0.0027  0.319
H 2.7766 1.4311 0.7989  0.261
H 0.6102 -2.3056 -0.3480  0.298
N -0.0225 -0.0930 -0.3242  0.072
N 2.1192 -0.7304 0.0086  -0.580
O -1.9226 -1.0540 0.2738  -0.403
O -1.7278 1.2651 -0.1316  -0.520

=====

> Look up the relative energy (zero: lowest compared OMol25 entry of this formula, charge and spin) of the seventh one.

231.5 kJ/mol

=====

Copy entry 7 word for word.
C6H15N2O2PS | the ωB97M-V functional and the def2-TZVPD basis

Results
Multiplicity: 1
HOMO (alpha / beta): -8.4 / -8.1 eV
E_tot: -1237.0794 Ha
Relative energy (zero: lowest compared OMol25 entry of this formula, charge and spin): 231.5 kJ/mol

Last column: Mulliken charge in e.
Positions of all 27 atoms, in Å:
C -0.5811 -1.3783 0.9083  1.012
C -3.0114 -2.0314 0.6523  -0.829
C 2.8987 -1.8864 0.5516  -1.416
C 2.1151 0.6316 0.9177  -1.170
C -1.6890 -1.8215 0.0808  -0.779
C 1.7382 -0.9219 1.0094  0.618
N -0.1904 3.3241 -0.6500  -0.594
N -1.4187 3.0058 -2.9216  -0.412
O -0.6693 -1.3481 2.1330  -0.595
O 0.5610 -1.1819 0.2048  -0.263
P -0.5294 2.0420 -1.8413  0.197
S -2.1228 0.9600 -0.9637  -0.155
H -3.5737 -1.0586 0.8402  0.200
H -3.6106 -2.6986 -0.0157  0.314
H -2.9847 -2.5904 1.5613  0.329
H 3.1855 -1.9210 -0.5152  0.317
H 3.7989 -1.5339 0.9942  0.400
H 2.6563 -2.9609 0.7523  0.328
H 1.1802 1.1478 1.3563  0.227
H 2.0873 1.0825 -0.0933  0.227
H 3.0227 0.8110 1.4122  0.454
H -1.5554 -2.2598 -0.9224  0.361
H 1.4718 -1.1343 2.1236  0.280
H 0.2680 4.1027 -1.2037  0.270
H 0.5267 3.1070 0.0192  0.249
H -1.9044 3.7719 -2.5509  0.232
H -1.6692 2.7407 -3.8392  0.197

=====

> Which value of E_tot does entry 6 give?

-364.5411 Ha